[1]
{
  "formula": "C21H34Br3NO8",
  "method": "wB97M-V/def2-TZVPD",
  "orbital_gap_ev": 9.47,
  "e_lumo_ev": 0.3,
  "homo_energy_ev": -9.19,
  "elements": ["C", "C", "O", "C", "O", "C", "C", "C", "C", "O", "N", "C", "O", "C", "O", "C", "C", "C", "C", "Br", "C", "C", "Br", "C", "Br", "C", "C", "H", "H", "H", "H", "H", "H", "H", "H", "H", "H", "H", "H", "H", "H", "H", "H", "H", "H", "H", "H", "H", "H", "H", "H", "H", "H", "H", "H", "C", "O", "C", "O", "O", "C", "H", "H", "H", "H", "H", "H"],
  "positions_angstrom": [[4.9577, -1.0349, 0.7375], [4.8933, -1.9745, -0.4605], [4.4030, -3.2668, -0.0807], [3.6451, -3.8687, -1.0605], [4.0758, -4.7791, -1.6433], [2.2556, -3.3020, -1.2817], [1.5835, -3.1440, 0.0981], [0.0706, -2.9086, 0.0570], [-0.3332, -1.4864, -0.4045], [0.6615, -0.4906, -0.3168], [-0.4715, -1.6542, -1.8622], [-1.5143, -1.0323, -2.4664], [-1.8761, -1.1198, -3.5776], [-2.1258, -0.1796, -1.3174], [-1.4737, 1.0650, -1.4917], [-2.0848, 1.8594, -2.5140], [-1.0362, 2.2277, -3.5719], [-1.7398, -0.9355, -0.0091], [-1.9084, 0.1520, 1.0664], [-3.4002, 1.3802, 0.8316], [-1.2004, 0.3219, 2.1589], [-0.0556, -0.5598, 2.5569], [-1.5646, 1.7067, 3.4340], [-2.9087, -1.9126, 0.3002], [-3.1345, -3.3804, -0.9855], [-2.9060, -2.5043, 1.7348], [-3.9072, -1.8048, 2.6956], [4.0668, -1.1122, 1.3590], [5.8132, -1.2867, 1.3591], [5.0909, -0.0120, 0.3935], [4.2838, -1.5104, -1.2347], [5.9173, -2.1149, -0.8048], [1.7099, -3.9303, -1.9763], [2.4260, -2.3053, -1.6917], [1.7623, -4.0669, 0.6522], [2.1267, -2.3810, 0.6555], [-0.3089, -3.1517, 1.0474], [-0.3590, -3.6725, -0.5796], [1.2795, -0.6766, 0.4017], [-0.0783, -2.4826, -2.2817], [-3.2029, -0.1787, -1.4755], [-2.5271, 2.7581, -2.0806], [-2.8929, 1.3273, -3.0145], [-1.0769, 1.5662, -4.4297], [-0.0618, 2.1596, -3.0917], [-1.1779, 3.2532, -3.9073], [0.8907, -0.1151, 2.2518], [-0.0146, -0.5833, 3.6453], [-0.1334, -1.5882, 2.2296], [-3.8120, -1.3201, 0.2262], [-1.9207, -2.5839, 2.1788], [-3.2717, -3.5225, 1.6406], [-4.6577, -2.4922, 3.0702], [-4.3381, -0.9038, 2.2703], [-3.3266, -1.4813, 3.5616], [0.5438, 7.7286, 0.7946], [0.4995, 6.5880, -0.0622], [0.4082, 5.4197, 0.5823], [0.3637, 5.2761, 1.7777], [0.3754, 4.4466, -0.3275], [0.2762, 3.1275, 0.2202], [0.6169, 8.6042, 0.1549], [-0.3661, 7.7993, 1.3888], [1.4181, 7.6896, 1.4426], [-0.6452, 3.0164, 0.7898], [1.1412, 2.9071, 0.8469], [0.2566, 2.4305, -0.6106]]
}

=====

[2]
{
  "formula": "C16H52N2O10",
  "method": "wB97M-V/def2-TZVPD",
  "orbital_gap_ev": 9.37,
  "e_lumo_ev": -0.2,
  "homo_energy_ev": -9.55,
  "e_above_lowest_kcal_mol": 153.5,
  "elements": ["N", "C", "N", "O", "H", "H", "H", "H", "C", "C", "O", "H", "H", "H", "H", "H", "H", "C", "C", "O", "H", "H", "H", "H", "H", "H", "C", "C", "O", "H", "H", "H", "H", "H", "H", "C", "C", "O", "H", "H", "H", "H", "H", "H", "C", "C", "O", "H", "H", "H", "H", "H", "H", "C", "C", "O", "H", "H", "H", "H", "H", "H", "C", "O", "H", "H", "H", "H", "C", "O", "H", "H", "H", "H", "C", "O", "H", "H", "H", "H"],
  "positions_angstrom": [[-18.0860, -23.0800, -16.3290], [-18.6250, -21.9990, -16.8700], [-17.7120, -21.2490, -17.3800], [-19.9330, -21.6370, -16.7010], [-18.7630, -23.6230, -15.8810], [-17.1610, -23.4070, -16.5760], [-18.0480, -20.3620, -17.6470], [-16.7120, -21.4550, -17.6050], [-19.3390, -23.2800, -12.1250], [-18.3540, -22.6980, -13.0770], [-17.2440, -22.3390, -12.2960], [-19.7080, -22.5980, -11.3420], [-18.9200, -24.1830, -11.6050], [-20.1720, -23.6760, -12.7440], [-18.6930, -21.7970, -13.5460], [-18.0590, -23.4830, -13.8040], [-16.5540, -21.9990, -12.8740], [-13.2730, -28.7440, -10.4870], [-13.4550, -27.5760, -9.6360], [-12.1800, -27.0730, -9.2820], [-14.2280, -29.0630, -10.7420], [-12.7410, -29.5680, -9.9890], [-12.7180, -28.5020, -11.3910], [-13.8490, -27.9460, -8.6940], [-14.1550, -26.8520, -10.0790], [-11.8350, -26.6580, -10.1040], [-10.6410, -26.4780, -12.1690], [-11.0950, -24.9760, -11.9770], [-12.4390, -25.1220, -11.3800], [-11.4360, -26.9870, -12.6230], [-10.5030, -26.9410, -11.1890], [-9.8140, -26.6290, -12.8290], [-11.1890, -24.4540, -12.9200], [-10.4600, -24.3450, -11.3430], [-13.1710, -24.9770, -12.0360], [-14.1140, -20.2790, -9.1370], [-14.1280, -21.1170, -10.4380], [-13.1650, -20.5600, -11.3800], [-15.0410, -20.4840, -8.5810], [-14.0680, -19.2220, -9.1980], [-13.3130, -20.6660, -8.5090], [-15.1760, -21.0360, -10.7650], [-13.8880, -22.1450, -10.1350], [-13.1990, -21.0030, -12.2010], [-15.1540, -26.3770, -13.0270], [-15.5140, -24.9010, -13.2280], [-14.4410, -24.1120, -12.8630], [-15.9600, -27.0650, -13.3060], [-14.9250, -26.5770, -11.9600], [-14.1850, -26.6670, -13.5970], [-16.3940, -24.7230, -12.6710], [-15.7490, -24.6210, -14.2350], [-14.7100, -23.1550, -12.9050], [-13.0440, -23.8200, -15.5920], [-12.3170, -23.4250, -16.8610], [-12.3790, -21.9890, -17.0620], [-12.4420, -23.7890, -14.6750], [-13.3560, -24.8570, -15.7930], [-13.8790, -23.1910, -15.3700], [-12.6590, -23.9830, -17.7550], [-11.2620, -23.4990, -16.6990], [-11.7380, -21.7860, -17.7390], [-15.5110, -24.3340, -9.7300], [-15.3090, -25.1490, -8.6340], [-15.6760, -23.3010, -9.4570], [-16.3470, -24.5710, -10.4210], [-14.6010, -24.3450, -10.2820], [-14.4100, -25.0050, -8.2990], [-15.5880, -21.3010, -14.7180], [-14.9170, -21.5970, -13.5140], [-15.9220, -22.1520, -15.2830], [-14.8230, -20.8300, -15.3700], [-16.3630, -20.4970, -14.7040], [-13.9300, -21.4660, -13.7640], [-11.0020, -26.6960, -15.6160], [-10.9600, -27.2530, -16.9280], [-11.9340, -26.8810, -15.0060], [-10.9020, -25.6640, -15.6470], [-10.0580, -27.1650, -15.1360], [-10.0970, -27.0840, -17.2660]]
}

=====

[3]
{
  "formula": "H16O8",
  "method": "wB97M-V/def2-TZVPD",
  "orbital_gap_ev": 9.91,
  "e_lumo_ev": -0.4,
  "homo_energy_ev": -10.35,
  "e_above_lowest_kcal_mol": 58.2,
  "elements": ["O", "H", "H", "O", "H", "H", "O", "H", "H", "O", "H", "H", "O", "H", "H", "O", "H", "H", "O", "H", "H", "O", "H", "H"],
  "positions_angstrom": [[25.1960, 11.0260, 14.7260], [24.3170, 10.6190, 14.6460], [25.8810, 10.4710, 14.2300], [29.2020, 11.8500, 14.5700], [29.4930, 10.9900, 14.9060], [29.8140, 12.2510, 13.9880], [27.5640, 6.7790, 16.2500], [27.5180, 7.7080, 16.5620], [28.3300, 6.2880, 16.5190], [27.4000, 9.6820, 13.4700], [27.5120, 10.2460, 12.6840], [27.2000, 8.8150, 13.2100], [30.8440, 7.2680, 14.6080], [31.1150, 7.6340, 13.7700], [30.2260, 6.6520, 14.1890], [29.1020, 9.2720, 15.5670], [28.4450, 9.3570, 14.8400], [29.7770, 8.6530, 15.2590], [30.0300, 5.7010, 16.7450], [30.4040, 6.2590, 16.1040], [29.9330, 6.2710, 17.4980], [27.8790, 10.4260, 17.7190], [27.8940, 11.3790, 17.8620], [28.4260, 10.0730, 16.9990]]
}

=====

[4]
{
  "formula": "C5H15NO2",
  "method": "wB97M-V/def2-TZVPD",
  "orbital_gap_ev": 9.80,
  "e_lumo_ev": 0.7,
  "homo_energy_ev": -9.06,
  "e_above_lowest_kcal_mol": 54.9,
  "elements": ["N", "C", "C", "C", "C", "C", "O", "H", "H", "H", "H", "H", "H", "H", "H", "H", "H", "H", "H", "H", "O", "H", "H"],
  "positions_angstrom": [[2.1901, -1.9690, -0.7865], [1.4766, -1.1954, 0.2425], [-0.0497, -1.1724, -0.0790], [-0.5151, -0.4553, -1.3460], [-0.3311, 1.0471, -1.3250], [-0.0110, 1.6467, 0.0238], [-1.1247, 1.6965, 1.0040], [2.9159, -1.4259, -1.3165], [1.5629, -2.4486, -1.3705], [1.5422, -1.5853, 1.2611], [1.8318, -0.2365, 0.3932], [-0.4712, -2.2329, -0.0560], [-0.5915, -0.6718, 0.8394], [0.0206, -0.9215, -2.2745], [-1.6509, -0.6060, -1.5086], [0.5121, 1.2097, -2.0111], [-1.2192, 1.5731, -1.8084], [0.7056, 1.1921, 0.7092], [0.3176, 2.7346, -0.0036], [-1.7698, 1.2040, 0.5247], [-1.7191, 0.4895, 3.0493], [-2.5390, 0.9460, 3.1890], [-1.0832, 1.1812, 2.6495]]
}

=====

[5]
{
  "formula": "C23H25N2ORhS",
  "method": "wB97M-V/def2-TZVPD",
  "spin_multiplicity": 5,
  "s2": 6.02,
  "orbital_gap_ev": [6.66, 6.50],
  "e_lumo_ev": [0.2, -0.6],
  "homo_energy_ev": [-6.47, -7.12],
  "e_above_lowest_kcal_mol": 2.3,
  "elements": ["C", "C", "C", "H", "C", "C", "H", "C", "C", "C", "H", "C", "C", "H", "H", "H", "H", "H", "H", "Rh", "C", "C", "C", "H", "H", "H", "H", "H", "H", "C", "C", "H", "H", "O", "N", "C", "H", "C", "C", "H", "C", "H", "C", "H", "C", "H", "C", "H", "H", "H", "S", "C", "N"],
  "positions_angstrom": [[0.4144, -3.7369, -0.2969], [-0.7427, -2.9395, -0.5132], [-0.3652, -1.9022, -1.4234], [-1.7577, -3.1767, -0.1145], [1.0315, -1.9971, -1.6908], [1.5167, -3.1557, -1.0235], [1.6371, -1.3322, -2.3641], [0.8850, -2.1297, 2.9430], [-0.4612, -2.3000, 2.4167], [-0.9720, -0.9824, 2.1807], [-1.0042, -3.2509, 2.2647], [0.0801, -0.0471, 2.4172], [1.2646, -0.7647, 2.7993], [-1.0820, -1.2424, -1.9394], [2.6102, -3.3639, -0.9019], [0.3256, -4.6415, 0.3257], [2.2448, -0.3279, 3.0893], [-2.0033, -0.7240, 1.8614], [1.5238, -2.8288, 3.4656], [0.7676, -1.6310, 0.6552], [-0.0123, 1.4728, 2.4380], [0.3317, 2.0025, 3.8440], [-1.4283, 1.9359, 2.0367], [-0.2414, 1.4624, 4.6098], [0.0729, 3.0698, 3.9101], [1.4046, 1.8884, 4.0553], [-2.1263, 1.7255, 2.8611], [-1.7741, 1.4136, 1.1310], [-1.4090, 3.0185, 1.8517], [1.0429, 2.0237, 1.4378], [0.7133, 1.6821, -0.0084], [2.0425, 1.6152, 1.6861], [1.0974, 3.1219, 1.5504], [0.4409, 0.5110, -0.4087], [0.7569, 2.6592, -0.9118], [0.9190, 2.4071, -2.3638], [0.5235, 3.6008, -0.6119], [-0.3348, 1.8475, -3.0148], [-0.2461, 0.8993, -4.0489], [0.7418, 0.5380, -4.3636], [-1.4180, 0.4192, -4.6546], [-1.3433, -0.3266, -5.4547], [-2.6735, 0.8983, -4.2447], [-3.5904, 0.5276, -4.7226], [-2.7540, 1.8659, -3.2244], [-3.7213, 2.2535, -2.8937], [-1.5834, 2.3480, -2.6199], [-1.6319, 3.1121, -1.8277], [1.7713, 1.7321, -2.5393], [1.1513, 3.3945, -2.7992], [2.9345, -5.5179, 2.2184], [2.3656, -4.1393, 1.6160], [2.0648, -2.9877, 1.3149]]
}